(1)
The following is a quantum chemistry calculation of a structure of composition C28H42O26Pd, from the OMol25 dataset.

Geometry as XYZ:
```
97
Properties=species:S:1:pos:R:3:forces:R:3
Pd -2.195 -3.016 -3.025 0.8 1.6 1.0
C -1.161 -0.061 -0.004 0.3 -0.4 0.9
C -0.982 -0.174 -1.499 -1.2 -0.5 -0.1
O -1.033 -1.530 -1.911 0.0 -0.2 -0.6
H -2.062 -0.535 0.385 -0.2 -0.2 -0.4
H -1.187 0.959 0.380 0.2 0.3 -0.2
H -0.337 -0.570 0.497 0.1 0.0 0.1
H -0.088 0.381 -1.783 0.8 -0.5 -0.2
H -1.746 0.474 -1.928 -0.6 -0.2 -0.6
C 1.097 3.665 -1.206 -0.4 -0.3 -0.9
C 1.506 4.716 -0.193 -0.3 -0.1 -0.6
O 1.420 6.068 -0.547 0.0 -1.6 0.4
H 0.047 3.744 -1.488 -0.1 0.4 -0.2
H 1.166 2.662 -0.785 0.3 0.0 0.4
H 1.712 3.627 -2.106 0.0 0.3 0.0
H 2.549 4.489 0.030 0.5 0.5 0.2
H 0.949 4.420 0.697 -0.1 0.8 0.7
C 3.755 -0.861 0.182 -0.2 0.6 -0.5
C 2.430 -0.380 -0.368 -0.3 -0.9 0.5
O 2.739 0.704 -1.255 0.1 0.7 0.1
C 4.069 1.006 -1.124 3.2 1.9 0.4
O 4.718 2.044 -1.396 -3.6 -3.7 0.3
O 4.696 -0.053 -0.540 -0.1 0.4 0.1
H 3.870 -1.921 -0.044 0.7 0.2 0.5
H 3.751 -0.571 1.233 0.8 -0.6 0.1
H 1.819 -0.108 0.493 -0.3 0.7 -0.4
H 1.936 -1.248 -0.806 -0.3 0.6 -0.8
C 0.683 -2.097 3.460 0.8 2.3 -0.9
C 0.516 -1.524 4.867 -0.1 -0.5 -0.1
O -0.379 -2.452 5.418 -1.7 -2.0 -0.9
C -0.534 -3.573 4.544 0.7 -2.8 4.0
O -0.932 -4.661 4.952 0.1 3.4 -1.5
O 0.148 -3.403 3.417 0.1 0.7 0.1
H 1.730 -1.982 3.181 0.0 -1.0 -0.3
H 0.124 -1.475 2.761 -0.2 0.0 -0.2
H 0.097 -0.518 4.875 -0.1 0.0 -0.1
H 1.401 -1.532 5.503 0.3 0.0 -0.3
C 0.329 2.764 -5.025 0.3 -0.7 0.6
C 0.887 1.355 -4.860 -0.6 -0.4 -0.1
O 1.425 1.149 -6.154 0.6 -1.0 -0.3
C 0.786 1.906 -7.096 -0.2 -1.3 -0.3
O 0.825 1.645 -8.269 -0.1 1.1 1.6
O 0.069 2.848 -6.441 0.1 0.3 -0.1
H 1.102 3.460 -4.698 -0.4 0.5 -0.3
H -0.613 2.853 -4.483 0.2 0.5 -0.2
H 0.117 0.630 -4.596 -0.7 -0.2 -0.8
H 1.592 1.068 -4.081 0.7 1.2 -0.2
C 0.087 3.964 3.456 1.0 0.3 -0.2
C 0.367 2.569 2.845 -1.2 1.5 -0.5
O -0.510 1.763 3.612 0.3 -1.2 -0.6
C -0.826 2.367 4.762 -1.0 -1.8 2.0
O -1.381 1.768 5.671 1.0 1.6 -1.7
O -0.409 3.619 4.737 -0.2 0.8 1.0
H -0.613 4.652 2.982 -0.3 -0.6 -0.4
H 0.998 4.554 3.555 0.1 -0.2 0.3
H 1.415 2.288 2.944 -0.1 -0.2 0.0
H -0.010 2.536 1.823 0.5 -0.2 -0.1
C -3.525 2.611 -0.913 0.1 -0.1 -0.2
C -4.252 1.394 -0.449 0.1 -1.4 1.2
O -5.641 1.679 -0.631 0.9 -1.7 0.0
C -5.734 2.931 -1.003 -4.7 1.6 -0.9
O -6.807 3.442 -1.306 2.5 -0.6 0.6
O -4.569 3.521 -0.957 0.3 2.8 -0.7
H -3.166 2.399 -1.921 0.6 0.6 0.0
H -2.813 3.048 -0.213 0.4 -0.5 -0.3
H -4.084 1.255 0.619 0.0 -0.5 -0.1
H -3.974 0.523 -1.043 -0.2 -0.2 0.4
C 2.870 -1.512 -3.768 -1.4 -1.2 -2.1
C 2.336 -2.922 -4.210 -0.6 2.1 0.1
O 2.916 -3.678 -3.196 1.2 -1.5 1.3
C 4.004 -2.998 -2.706 3.1 -7.1 5.3
O 4.830 -3.398 -1.849 -3.4 0.3 -2.4
O 4.152 -1.937 -3.277 -0.3 7.6 -2.8
H 2.117 -1.184 -3.051 0.8 0.3 0.8
H 2.927 -0.772 -4.566 0.5 -0.2 0.1
H 2.635 -3.183 -5.225 0.0 -0.4 0.1
H 1.265 -2.991 -4.015 -0.1 0.1 -0.7
C 1.229 -5.218 -0.679 -0.4 0.8 1.4
C 0.935 -3.727 -0.484 -1.6 -0.1 -2.0
O 1.641 -3.250 0.659 -0.2 -0.1 -1.2
C 2.469 -4.219 1.010 3.8 -1.9 4.2
O 3.327 -4.130 1.947 -3.9 -0.2 -4.4
O 2.217 -5.382 0.310 1.6 0.5 1.4
H 1.607 -5.534 -1.652 0.0 0.2 0.1
H 0.323 -5.740 -0.373 0.2 -0.6 -0.2
H -0.141 -3.619 -0.349 0.2 0.6 0.2
H 1.202 -3.262 -1.433 0.2 0.9 0.5
C -3.834 -0.635 3.079 0.5 1.6 -1.8
C -3.686 -0.246 4.532 -1.2 0.5 -0.2
O -4.717 -1.057 5.077 0.0 -0.5 1.7
C -5.180 -1.959 4.236 -5.1 -3.4 0.8
O -6.132 -2.775 4.504 4.7 3.6 -1.3
O -4.650 -1.788 3.011 0.8 -0.9 0.5
H -2.881 -0.625 2.551 0.2 -1.2 0.1
H -4.391 0.061 2.453 -0.2 0.7 0.5
H -4.035 0.771 4.708 0.4 0.1 -0.1
H -2.718 -0.364 5.020 -0.1 -0.5 -0.1
```
Forces are in eV/Å.

Properties
- E_LUMO (spin up / spin down): -2.6 / -3.2 eV
- <S²>: 2.007
- Frontier orbital gap (spin up / spin down): 8.0 / 7.2 eV
- Spin multiplicity: 3

=====

(2)
The following is a quantum chemistry calculation of the molecule C8H13NS, from the OMol25 dataset.

Geometry as XYZ:
```
23
Properties=species:S:1:pos:R:3:forces:R:3
C -0.189 -2.556 -2.073 -0.6 -4.0 -1.2
C 0.174 -1.245 -1.547 0.3 1.3 0.1
N -0.521 -0.450 -0.848 -1.2 -0.9 0.2
C 0.104 0.707 -0.338 -0.1 0.6 -0.4
C -0.676 2.026 -0.089 -0.6 -0.7 -0.1
C -0.247 1.118 1.080 0.9 0.2 0.6
C -1.199 0.137 1.752 -1.7 2.0 -0.4
C 0.914 1.563 2.010 0.1 -0.9 -0.3
S 1.817 0.787 -1.006 -0.3 -0.7 -0.1
C 1.520 -0.788 -1.891 3.5 -0.3 -1.8
H -0.031 -2.718 -3.231 -0.3 0.7 2.3
H -1.200 -2.904 -1.806 0.0 0.8 -0.4
H 0.373 -3.473 -1.610 -0.2 2.0 -0.6
H -1.801 2.188 -0.382 2.5 -0.5 0.5
H 0.043 2.853 -0.255 -1.0 -0.2 0.2
H -0.696 -0.762 2.039 0.5 -0.3 0.7
H -1.880 -0.203 0.964 -0.3 0.2 0.5
H -1.768 0.679 2.587 0.8 -1.1 -1.0
H 0.949 2.563 2.413 -0.7 0.5 -0.2
H 1.850 1.441 1.475 0.3 0.0 -0.1
H 1.016 0.901 2.883 -0.3 0.0 -0.3
H 2.276 -1.643 -1.683 -1.0 1.5 0.1
H 1.709 -0.611 -3.024 -0.8 -0.3 1.7
```
Forces are in eV/Å.

Properties
- E_LUMO: 0.8 eV
- Frontier orbital gap: 9.0 eV
- Energy above the lowest of the compared OMol25 structures with the same formula, charge and spin: 0.787 eV
- SMILES string: CC1=N[C@]2(CC2(C)C)SC1

=====

(3)
The following is a quantum chemistry calculation of the molecule C3H7NOS, from the OMol25 dataset.

Geometry as XYZ:
```
13
Properties=species:S:1:pos:R:3:forces:R:3
C 0.195 0.851 -0.272 -2.1 -2.3 0.0
C -0.773 1.212 -1.350 3.0 -0.7 -2.6
C 0.565 -0.927 1.489 3.0 -0.5 -1.8
N -0.230 -0.254 0.506 -1.2 0.5 1.9
O -0.948 -1.263 -0.147 0.0 0.5 -0.4
S 1.556 1.667 0.170 1.6 1.1 0.5
H -0.157 1.980 -1.997 -1.8 -1.2 0.9
H -1.744 1.550 -1.009 -0.2 0.1 -0.1
H -0.806 0.204 -1.983 -0.6 2.4 0.9
H 1.035 -0.318 2.221 0.2 1.4 0.4
H 0.024 -1.644 2.106 -0.1 -0.3 -0.9
H 1.533 -1.310 0.862 -1.9 -0.3 1.7
H -0.250 -1.748 -0.595 0.2 -0.7 -0.6
```
Forces are in eV/Å.

Properties
- E_LUMO (spin up / spin down): 0.9 / -2.5 eV
- <S²>: 2.006
- Frontier orbital gap (spin up / spin down): 6.7 / 6.6 eV
- Spin multiplicity: 3
- Energy above the lowest of the compared OMol25 structures with the same formula, charge and spin: 1.954 eV

=====

(4)
The following is a quantum chemistry calculation of a structure of composition C23H22N3NiO5, from the OMol25 dataset.

Geometry as XYZ:
```
54
Properties=species:S:1:pos:R:3:forces:R:3
Ni -0.174 0.108 0.158 0.2 0.2 0.1
O 3.333 -0.386 3.130 0.2 -0.1 0.4
C 2.607 0.040 4.182 0.2 -0.1 -0.2
C 3.121 -0.162 5.464 0.0 0.0 0.1
C 2.402 0.242 6.573 0.0 0.0 0.0
C 1.158 0.851 6.426 0.0 0.0 -0.1
C 0.656 1.056 5.153 0.0 0.1 0.0
C 1.367 0.669 4.019 -0.1 0.0 0.0
C 0.823 0.904 2.652 0.1 0.1 0.2
O 1.432 0.346 1.659 -0.4 -0.2 -0.2
N -0.220 1.687 2.543 0.0 -0.1 -0.4
N -0.549 1.747 1.186 0.0 0.1 0.4
C -1.004 2.844 0.736 0.0 0.0 -0.2
C -1.154 3.095 -0.688 0.0 0.0 0.2
C -1.794 4.271 -1.089 0.0 0.0 -0.1
C -1.843 4.664 -2.410 0.0 0.0 0.1
C -1.193 3.867 -3.357 0.0 0.0 0.0
C -0.541 2.712 -2.987 0.0 0.1 0.0
C -0.514 2.268 -1.645 0.0 -0.2 0.0
O 0.118 1.153 -1.385 0.1 0.0 -0.1
H 2.749 -0.248 2.341 -0.1 0.1 -0.1
H 4.083 -0.647 5.560 0.0 0.0 0.0
H 2.810 0.074 7.563 0.0 0.0 0.0
H 0.588 1.156 7.294 0.0 0.0 0.0
H -0.304 1.531 5.000 0.0 0.0 0.0
H -1.202 3.651 1.441 0.0 0.0 0.0
H -2.253 4.888 -0.323 0.0 0.0 0.0
H -2.351 5.574 -2.700 0.0 0.0 0.0
H -1.195 4.159 -4.401 0.0 0.0 0.0
H -0.026 2.103 -3.719 0.0 0.0 0.0
C -1.560 -2.898 -4.162 0.0 0.0 -0.1
N -2.004 -1.852 -3.269 0.0 0.0 0.0
C -1.442 -0.570 -3.638 0.1 0.0 0.0
C -1.840 -2.166 -1.848 -0.1 0.0 0.1
C -0.422 -2.434 -1.367 0.2 0.0 0.0
C 0.105 -3.699 -1.642 0.0 0.0 0.0
C 1.409 -4.042 -1.327 0.0 -0.1 0.0
C 2.225 -3.104 -0.718 0.0 0.1 0.0
C 1.710 -1.857 -0.390 0.0 0.0 -0.1
C 0.395 -1.518 -0.690 -0.2 -0.1 0.0
H -1.849 -2.639 -5.183 0.0 0.0 0.0
H -2.043 -3.844 -3.904 0.0 0.0 0.0
H -0.470 -3.058 -4.150 0.0 0.0 0.0
H -1.742 -0.326 -4.660 0.0 0.0 0.0
H -0.343 -0.539 -3.578 0.0 0.0 0.0
H -1.820 0.199 -2.969 0.0 0.1 0.0
H -2.440 -3.062 -1.660 0.0 0.0 0.1
H -2.287 -1.354 -1.278 0.0 0.0 -0.1
H -0.539 -4.436 -2.113 0.0 0.0 0.0
H 1.782 -5.034 -1.550 0.0 0.0 0.0
H 3.252 -3.345 -0.467 0.0 0.0 0.0
H 2.338 -1.143 0.124 0.0 0.0 0.0
O -1.152 -0.951 1.362 0.0 0.1 -0.1
O -2.189 -0.549 0.701 -0.1 -0.1 0.2
```
Forces are in eV/Å.

Properties
- E_LUMO (spin up / spin down): 2.6 / 2.9 eV
- <S²>: 2.043
- Frontier orbital gap (spin up / spin down): 7.5 / 7.9 eV
- Spin multiplicity: 3
- Net charge: -1
- Energy above the lowest of the compared OMol25 structures with the same formula, charge and spin: 0.000 eV

=====

(5)
The following is a quantum chemistry calculation of a cluster of 2 separate species, C7H17NO in total, from the OMol25 dataset.

Geometry as XYZ:
```
26
Properties=species:S:1:pos:R:3:forces:R:3
C 2.139 -1.741 -0.507 -0.8 -0.6 0.7
C 2.252 -0.405 0.246 0.0 -5.4 6.0
N 2.407 0.687 -0.431 3.2 4.2 -0.8
O 2.229 -0.568 1.526 0.1 1.8 -4.1
H 2.396 -1.754 -1.607 0.2 -0.2 1.3
H 1.057 -2.003 -0.454 0.5 0.1 -0.1
H 2.620 -2.499 0.235 -0.5 1.2 -2.0
H 3.092 1.461 0.058 -2.6 -2.5 -1.8
H 2.625 0.402 -1.395 0.1 1.2 0.5
C -2.290 -1.897 -0.069 -2.0 -2.4 -1.7
C -1.449 -0.786 0.581 -3.5 0.3 -2.4
C -1.223 0.556 -0.240 -2.3 -2.2 1.9
C -0.537 1.503 0.741 1.8 0.4 -1.2
C -0.234 2.735 -0.129 -1.2 0.6 -1.5
H -3.333 -1.628 -0.465 1.5 0.6 0.3
H -1.827 -2.459 -1.064 -0.8 1.1 2.9
H -2.713 -2.627 0.782 1.7 0.9 -1.9
H -0.696 -1.292 1.030 3.4 -0.9 0.9
H -2.086 -0.631 1.441 -0.1 1.2 0.4
H -0.759 0.487 -1.270 -0.1 -0.3 1.4
H -2.334 0.895 -0.398 2.0 -0.2 0.0
H 0.509 1.116 0.930 -1.7 0.0 1.0
H -1.195 1.726 1.616 0.9 -0.4 -0.6
H -1.117 2.292 -1.027 2.6 3.7 1.8
H -0.379 3.799 0.512 0.3 -2.8 -2.4
H 0.845 2.630 -0.640 -2.6 0.6 1.2
```
Forces are in eV/Å.

Properties
- E_LUMO: 0.5 eV
- Frontier orbital gap: 10.2 eV
- Energy above the lowest of the compared OMol25 structures with the same formula, charge and spin: 4.866 eV
- SMILES string: CC(N)=O.CCCCC

=====

(6)
The following is a quantum chemistry calculation of a structure of composition CHN5O, from the OMol25 dataset.

Geometry as XYZ:
```
8
Properties=species:S:1:pos:R:3:forces:R:3
C -0.142 -0.173 0.013 0.0 1.8 0.0
N 0.961 -0.048 -0.747 -1.5 -0.8 -0.1
N -0.760 -1.417 -0.223 -0.2 3.2 1.4
N 0.970 -1.199 -1.506 0.9 0.9 0.3
N -0.031 -1.937 -1.160 0.4 -1.7 -1.0
N -0.706 1.378 0.868 1.5 -2.3 0.0
O -0.301 1.322 2.197 -0.6 0.1 0.4
H 0.009 2.072 0.557 -0.3 -1.1 -1.0
```
Forces are in eV/Å.

Properties
- E_LUMO: 8.4 eV
- Frontier orbital gap: 6.4 eV
- Net charge: -2
- Energy above the lowest of the compared OMol25 structures with the same formula, charge and spin: 1.739 eV